{
  "formula": "C9H16N5OS",
  "method": "wB97M-V/def2-TZVPD",
  "elements": ["H", "N", "C", "C", "C", "C", "N", "S", "N", "N", "C", "O", "N", "C", "C", "C", "C", "H", "H", "H", "H", "H", "H", "H", "H", "H", "H", "H", "H", "H", "H", "H"],
  "positions_angstrom": [[3.423869, 0.229878, -4.743254], [2.735415, -0.164801, -4.098094], [1.622340, 0.351315, -4.422077], [0.388013, -0.207962, -3.577111], [-1.031203, 0.110443, -4.084292], [0.449531, 0.315921, -2.171764], [-0.402902, 1.117057, -1.670806], [-0.331731, 1.750129, -0.281420], [0.725529, 0.624257, 0.765297], [-0.000164, -0.262029, 1.648066], [-0.178543, 0.327475, 2.843632], [0.342913, 1.536789, 3.086687], [-0.949777, -0.261825, 3.694088], [-1.410656, 0.407374, 4.826035], [-1.566168, -1.573978, 3.333213], [1.597594, -0.068745, 0.018114], [1.548964, -0.269734, -1.278380], [1.360563, 1.064030, -5.352451], [0.689814, -1.322473, -3.576733], [-1.258842, 1.195872, -3.796837], [-1.180668, 0.009776, -5.176753], [-1.732092, -0.591542, -3.586847], [-0.737534, -0.835510, 1.178254], [0.776196, 1.824443, 2.226875], [-0.654023, 0.154707, 5.694119], [-1.295199, 1.496339, 4.728897], [-2.384622, 0.192371, 5.059461], [-2.236388, -1.375575, 2.486681], [-0.804975, -2.391528, 3.088294], [-2.104168, -1.922179, 4.224152], [2.279782, -0.586119, 0.669672], [2.319132, -0.874173, -1.754716]],
  "forces_ev_per_angstrom": [[0.4052, -0.2785, 0.2281], [-0.2574, 1.2954, -1.2056], [-1.8596, -0.0673, -0.4344], [0.4830, -0.3394, -1.0127], [-0.0689, 0.6785, -0.3089], [2.2113, -1.7771, 1.3098], [-0.1875, -1.1915, -3.2400], [0.4647, 0.8902, 4.1079], [-3.2875, 2.3736, 0.8572], [0.6984, 0.7975, -1.8993], [-0.2541, 1.2272, -0.6084], [-0.3512, -1.5182, -0.6324], [-0.2067, -1.6676, -1.2948], [4.0351, 1.8594, 3.4176], [0.9050, -0.4238, 0.2379], [1.8426, -1.9133, -0.0552], [-0.7435, 0.6063, -2.3488], [0.8043, -1.3919, 2.1413], [-0.9870, 1.5717, 0.2081], [0.0394, -1.6741, -0.4878], [0.3365, -0.0496, 0.5583], [0.2175, 0.6839, -0.2449], [0.8203, 0.6236, 0.8944], [-0.1669, -0.5047, 0.7349], [-1.8927, 0.3325, -1.1538], [-0.2077, -0.3758, -0.2121], [-2.2598, -0.7802, 0.6019], [-0.0900, -0.4840, 0.3007], [-0.8431, 1.4170, 0.1895], [-0.0218, 0.1999, -0.4803], [0.6931, -0.3449, -0.2159], [-0.2708, 0.2253, 0.0478]],
  "smiles": "[H]/N=C/[C@H](C)C1=NSN(NC(O)=[N+](C)C)C=C1",
  "largest_force_ev_per_a": 5.6,
  "orbital_gap_ev": 8.710,
  "charge": 1
}